1.
Formula: C44H86O22
Source: the Open Molecules 2025 dataset
Level of theory: ωB97M-V/def2-TZVPD

Geometry as XYZ:
```
152
C44H86O22 | the Open Molecules 2025 dataset | ωB97M-V/def2-TZVPD
C -1.277 7.360 -2.642
C -0.599 6.950 -1.339
O -0.387 5.500 -1.488
C -0.379 4.710 -0.434
C 0.048 3.313 -0.716
O -0.543 5.083 0.733
H -0.604 7.147 -3.472
H -1.484 8.427 -2.728
H -2.206 6.857 -2.911
H 0.362 7.465 -1.305
H -1.189 7.181 -0.452
H 0.640 2.808 0.048
H 0.829 3.158 -1.461
H -0.763 2.697 -1.104
C 2.274 5.703 4.738
C 1.077 4.926 5.257
O 0.538 4.239 4.164
C -0.738 3.843 4.078
C -1.107 2.869 2.959
O -1.581 4.020 4.917
H 3.017 5.037 4.298
H 2.765 6.154 5.600
H 1.860 6.542 4.179
H 1.477 4.217 5.982
H 0.392 5.601 5.770
H -0.700 1.899 3.245
H -0.745 3.123 1.963
H -2.191 2.899 2.847
C -4.266 -6.011 -4.329
C -4.281 -4.501 -4.725
O -4.172 -3.598 -3.661
C -3.175 -3.543 -2.732
C -3.368 -2.447 -1.694
O -2.206 -4.289 -2.643
H -3.555 -6.294 -3.552
H -4.106 -6.742 -5.122
H -5.244 -6.357 -3.995
H -3.422 -4.200 -5.324
H -5.220 -4.296 -5.240
H -2.944 -2.665 -0.714
H -4.360 -1.998 -1.732
H -2.786 -1.552 -1.915
C -5.673 3.960 -2.015
C -5.695 2.466 -2.361
O -5.025 1.658 -1.370
C -3.759 1.319 -1.510
C -3.172 0.590 -0.320
O -3.081 1.883 -2.382
H -6.572 4.119 -1.419
H -5.875 4.587 -2.884
H -4.787 4.221 -1.437
H -6.631 1.990 -2.653
H -5.078 2.533 -3.257
H -2.370 -0.064 -0.662
H -3.829 -0.148 0.140
H -2.767 1.267 0.432
C 0.400 -4.674 7.838
C -0.205 -3.655 6.795
O 0.232 -4.212 5.488
C -0.414 -5.202 4.886
C 0.442 -5.668 3.746
O -1.386 -5.907 5.254
H 1.450 -4.693 7.547
H -0.039 -5.652 7.639
H 0.188 -4.180 8.787
H -1.269 -3.701 7.027
H 0.047 -2.595 6.817
H 1.190 -6.300 4.226
H 1.024 -4.820 3.388
H -0.034 -6.315 3.009
C 3.857 -1.093 -3.559
C 3.824 -1.411 -5.040
O 3.876 -2.801 -5.185
C 4.849 -3.455 -5.744
C 4.529 -4.936 -6.064
O 5.986 -2.994 -5.991
H 4.789 -1.375 -3.068
H 3.107 -1.719 -3.077
H 3.486 -0.087 -3.366
H 2.897 -0.942 -5.368
H 4.628 -1.001 -5.652
H 4.445 -5.558 -5.173
H 5.307 -5.311 -6.729
H 3.601 -4.852 -6.630
C -1.254 -1.817 2.102
C -0.292 -0.621 2.345
O 0.968 -0.992 1.608
C 1.171 -0.376 0.419
C 2.557 -0.879 -0.072
O 0.325 0.184 -0.251
H -0.800 -2.717 2.517
H -1.348 -2.029 1.037
H -2.177 -1.544 2.612
H -0.732 0.303 1.970
H -0.107 -0.503 3.413
H 2.416 -1.943 -0.262
H 3.280 -0.695 0.722
H 2.813 -0.505 -1.064
C 0.574 0.787 -3.652
C 0.881 2.160 -4.232
O 2.230 2.119 -4.569
C 2.659 1.999 -5.841
C 4.188 2.141 -6.053
O 1.922 1.879 -6.838
H 0.684 0.057 -4.454
H -0.473 0.555 -3.454
H 1.214 0.426 -2.848
H 0.235 2.384 -5.081
H 0.784 2.954 -3.492
H 4.488 3.067 -5.564
H 4.652 2.028 -7.033
H 4.584 1.344 -5.423
C -1.806 0.540 5.972
C -2.831 -0.446 6.570
O -4.153 -0.235 6.186
C -4.665 -0.848 5.191
C -5.996 -0.172 4.711
O -4.191 -1.882 4.736
H -0.928 0.538 6.618
H -2.023 1.608 5.970
H -1.680 0.268 4.924
H -2.461 -1.451 6.366
H -2.959 -0.412 7.652
H -6.167 -0.325 3.645
H -5.834 0.866 5.001
H -6.815 -0.627 5.269
C 3.297 3.368 2.070
C 4.541 3.353 1.241
O 3.952 3.859 0.038
C 3.955 3.062 -1.074
C 3.493 3.758 -2.348
O 4.350 1.939 -1.187
H 3.602 3.269 3.112
H 2.648 2.526 1.832
H 2.693 4.275 2.029
H 5.236 4.056 1.701
H 4.918 2.334 1.152
H 4.183 3.513 -3.155
H 3.665 4.819 -2.166
H 2.466 3.675 -2.703
O 2.091 -4.036 -3.452
C 2.044 -4.565 -2.338
C 0.864 -4.756 -1.339
C 1.578 -5.006 0.066
C 2.745 -5.808 -0.471
O 3.087 -5.282 -1.746
H 0.119 -3.973 -1.478
H 0.460 -5.747 -1.544
H 1.948 -4.088 0.523
H 0.989 -5.699 0.666
H 3.606 -5.711 0.191
H 2.369 -6.831 -0.449
```

Its SMILES is CCOC(C)=O.CCOC(C)=O.CCOC(C)=O.CCOC(C)=O.CCOC(C)=O.CCOC(C)=O.CCOC(C)=O.CCOC(C)=O.CCOC(C)=O.CCOC(C)=O.O=C1CCCO1. As for the energy relative to the best compared isomer or geometry (same formula, charge and spin): 2.902 eV. As for the HOMO energy: -9.46 eV. The orbital gap comes out at 9.8420 eV.

---

2.
Formula: C44H87FNO18P
Source: the Open Molecules 2025 dataset
Level of theory: ωB97M-V/def2-TZVPD

Geometry as XYZ:
```
152
C44H87FNO18P | the Open Molecules 2025 dataset | ωB97M-V/def2-TZVPD
C 6.342 0.826 1.509
C 5.526 2.094 1.785
C 4.086 1.735 2.157
C 3.156 2.924 2.351
F 3.890 4.115 2.177
N 2.587 3.096 3.679
C 1.685 4.189 3.507
O 1.357 4.953 4.369
C 1.208 4.270 2.051
C 1.251 5.660 1.397
O 2.464 6.043 0.812
O 2.498 5.382 -0.480
C 1.964 3.085 1.382
P 0.816 1.696 1.422
O 0.182 1.450 2.729
O 1.565 0.401 0.842
O -0.266 2.085 0.292
H 6.044 0.398 0.545
H 6.208 0.074 2.292
H 7.404 1.076 1.425
H 5.998 2.683 2.577
H 5.526 2.706 0.875
H 4.080 1.102 3.052
H 3.689 1.128 1.341
H 2.124 2.275 4.057
H 0.137 4.025 2.077
H 1.076 6.396 2.192
H 0.435 5.751 0.672
H 3.440 5.533 -0.703
H 2.307 3.219 0.354
H 1.128 0.044 0.052
H 0.152 2.241 -0.569
C -1.218 -1.326 1.647
C -0.681 -2.499 0.871
O -0.054 -2.323 -0.155
C -0.987 -3.870 1.402
H -0.929 -0.423 1.122
H -2.307 -1.375 1.716
H -0.804 -1.297 2.655
H -2.072 -3.971 1.480
H -0.556 -3.999 2.397
H -0.587 -4.629 0.733
C -5.391 -4.067 -0.407
C -5.146 -4.333 1.056
O -4.107 -4.828 1.443
C -6.227 -3.923 2.013
H -4.529 -4.394 -0.986
H -6.278 -4.608 -0.743
H -5.553 -2.998 -0.559
H -7.165 -4.427 1.776
H -6.379 -2.845 1.932
H -5.932 -4.175 3.031
C 7.342 6.759 -1.493
C 6.241 6.135 -0.676
O 5.076 6.278 -0.977
C 6.647 5.332 0.530
H 6.917 7.309 -2.329
H 7.930 7.435 -0.870
H 8.009 5.981 -1.868
H 7.206 5.959 1.228
H 7.295 4.507 0.229
H 5.763 4.939 1.029
C 3.777 -0.091 -3.480
C 3.749 0.221 -2.007
O 3.677 1.359 -1.592
C 3.793 -0.955 -1.064
H 3.730 0.832 -4.054
H 4.688 -0.633 -3.736
H 2.933 -0.730 -3.744
H 4.698 -1.546 -1.219
H 2.933 -1.606 -1.240
H 3.764 -0.596 -0.039
C 1.463 -2.131 -6.570
C 2.918 -1.999 -6.951
O 3.802 -2.113 -6.134
C 3.213 -1.719 -8.405
H 1.377 -2.334 -5.505
H 0.928 -1.210 -6.810
H 1.000 -2.944 -7.131
H 2.738 -0.785 -8.709
H 2.811 -2.519 -9.028
H 4.287 -1.646 -8.554
C -3.042 -3.550 4.747
C -3.785 -4.641 5.482
O -4.967 -4.826 5.313
C -2.974 -5.493 6.428
H -3.729 -3.015 4.096
H -2.595 -2.854 5.459
H -2.241 -3.986 4.148
H -2.524 -4.868 7.201
H -2.169 -5.990 5.885
H -3.615 -6.239 6.890
C 9.985 7.973 3.018
C 9.494 6.789 3.818
O 9.528 5.666 3.375
C 8.957 7.083 5.198
H 10.346 7.637 2.049
H 9.177 8.693 2.878
H 10.793 8.476 3.552
H 8.112 7.771 5.132
H 9.729 7.555 5.807
H 8.635 6.158 5.670
C -2.074 5.065 5.563
C -2.721 3.709 5.414
O -3.883 3.521 5.697
C -1.841 2.606 4.884
H -2.800 5.777 5.948
H -1.223 5.003 6.243
H -1.696 5.409 4.599
H -0.980 2.464 5.540
H -1.461 2.862 3.895
H -2.406 1.679 4.819
C -6.516 0.979 2.251
C -5.882 0.331 1.047
O -6.139 -0.810 0.729
C -4.903 1.168 0.262
H -7.195 0.280 2.732
H -5.745 1.284 2.961
H -7.066 1.871 1.948
H -4.078 1.479 0.906
H -5.396 2.067 -0.111
H -4.513 0.593 -0.575
C -5.085 -1.750 -4.436
C -4.867 -2.897 -5.392
O -4.286 -2.745 -6.443
C -5.407 -4.244 -4.976
H -4.650 -0.844 -4.851
H -6.153 -1.599 -4.269
H -4.616 -1.971 -3.475
H -6.487 -4.187 -4.830
H -4.949 -4.553 -4.034
H -5.182 -4.979 -5.745
C -2.410 -9.807 0.895
C -1.876 -8.729 1.810
O -0.790 -8.828 2.333
C -2.763 -7.531 2.029
H -1.685 -10.613 0.815
H -3.349 -10.200 1.289
H -2.607 -9.393 -0.095
H -3.714 -7.841 2.467
H -2.972 -7.031 1.084
H -2.274 -6.828 2.699
C -6.048 -1.254 -10.870
C -6.840 -2.400 -10.286
O -7.993 -2.594 -10.594
C -6.117 -3.280 -9.298
H -6.670 -0.693 -11.563
H -5.701 -0.595 -10.073
H -5.170 -1.636 -11.395
H -5.773 -2.692 -8.446
H -5.240 -3.730 -9.767
H -6.785 -4.065 -8.952
```

As for the HOMO energy: -9.23 eV. The orbital gap comes out at 9.2506 eV.